Computed, not measured: a molecular structure, CH12NaO9 at a distorted geometry, with ωB97M-V/def2-TZVPD.

Each line ends with the Mulliken charge.
Atoms and positions in Å:
Na: -0.25536 0.57005 -0.41473  0.235
C: -0.74751 -3.71717 -2.40682  0.678
O: -1.16832 -3.49095 -1.24848  -0.698
O: 0.23211 -3.15470 -2.94517  -0.617
O: -1.43269 -4.26257 -3.30320  -0.657
O: 2.76067 -3.85708 1.98654  -0.652
H: 2.80568 -4.81105 1.92210  0.311
H: 1.88814 -3.63547 1.66124  0.341
O: 0.59167 3.16699 3.09101  -0.624
H: 0.02569 2.44138 3.35444  0.312
H: -0.01202 3.84139 2.77960  0.314
O: 0.32801 4.03473 -3.29421  -0.602
H: 0.37318 3.95742 -4.24721  0.313
H: 0.80842 4.83847 -3.09560  0.307
O: -1.32978 -1.51687 3.91319  -0.618
H: -2.18593 -1.10639 4.03459  0.311
H: -1.50978 -2.45685 3.92982  0.314
O: 4.31064 1.70759 -0.43978  -0.606
H: 4.85653 2.15152 -1.08875  0.306
H: 4.52500 2.13713 0.38833  0.313
O: -4.62101 0.85998 -1.46662  -0.585
H: -5.41694 0.83182 -0.93563  0.301
H: -4.82634 1.47056 -2.17462  0.305

Computed properties:
relative energy (zero: lowest compared OMol25 entry of this formula, charge and spin) = 7.796 eV
LUMO energy = 1.24 eV
net charge = -1
gap between HOMO and LUMO = 2.30 eV